Computed, not measured: a cluster of 6 separate species, C40H41O22 in total, with the ωB97M-V functional and the def2-TZVPD basis.

Calculated values
- Total charge: -1
- Gap between HOMO and LUMO: 1.1 eV
- Maximum force: 0.3 eV/A

Each atom is followed by the atoms it is bonded to, with distances in Å.
Atoms and positions in Å:
1 C -6.45563 -7.02315 3.78986  C2 1.523, H13 1.094, H14 1.095, H15 1.093
2 C -5.08494 -7.44532 3.27630  C1 1.523, C3 1.526, H16 1.094, H17 1.094
3 C -4.05453 -7.50172 4.39994  C2 1.526, O4 1.399, H18 1.097, H19 1.102
4 O -2.82724 -8.03543 3.99188  C3 1.399, C5 1.416
5 C -1.96022 -7.04269 3.47442  O4 1.416, O6 1.403, H20 1.117
6 O -0.84137 -7.74715 3.00596  C5 1.403, C7 1.401
7 C -0.29165 -7.22198 1.82922  O6 1.401, C8 1.549, H21 1.104, H22 1.094
8 C 0.29777 -5.80209 2.01641  C7 1.549, C9 1.529, C10 1.539, H23 1.096
9 C 1.81823 -5.82636 1.85735  C8 1.529, H24 1.095, H25 1.095, H26 1.091
10 C -0.39496 -4.74640 1.13738  C8 1.539, C11 1.532, C12 1.544, H27 1.096
11 C -0.10453 -4.91581 -0.35757  C10 1.532, H28 1.094, H29 1.093, H30 1.094
12 C -0.07306 -3.30769 1.59567  C10 1.544, H31 1.092, H32 1.092, H33 1.092
13 H -6.45267 -5.98632 4.13977  C1 1.094
14 H -6.77161 -7.64300 4.63572  C1 1.095
15 H -7.22810 -7.10525 3.02139  C1 1.093
16 H -4.74432 -6.74618 2.50715  C2 1.094
17 H -5.14137 -8.43114 2.80438  C2 1.094
18 H -4.43523 -8.13338 5.21200  C3 1.097
19 H -3.89797 -6.49206 4.81180  C3 1.102
20 H -2.45541 -6.52752 2.61598  C5 1.117
21 H -1.05966 -7.21042 1.03575  C7 1.104
22 H 0.49518 -7.92335 1.53470  C7 1.094
23 H 0.06389 -5.54822 3.05689  C8 1.096
24 H 2.27400 -4.84378 2.01553  C9 1.095
25 H 2.11677 -6.16977 0.86119  C9 1.095
26 H 2.26121 -6.51615 2.57758  C9 1.091
27 H -1.47071 -4.90600 1.27375  C10 1.096
28 H -0.46082 -5.87962 -0.73204  C11 1.094
29 H -0.60397 -4.12565 -0.92361  C11 1.093
30 H 0.96706 -4.84255 -0.56574  C11 1.094
31 H 0.68056 -3.28896 2.38625  C12 1.092
32 H 0.29362 -2.70243 0.76390  C12 1.092
33 H -0.96209 -2.80931 1.98811  C12 1.092
34 C -1.30153 -1.33569 -3.60240  C35 1.342, C40 1.444, H44 1.081
35 C -1.06738 -0.68904 -4.75422  C34 1.342, C36 1.522, O43 1.323
36 C 0.04943 0.33398 -4.90795  C35 1.522, O37 1.223, C38 1.434
37 O 0.14693 0.84864 -6.01308  C36 1.223
38 C 0.88582 0.63454 -3.78206  C36 1.434, C39 1.341, H45 1.079
39 C 0.63709 0.01402 -2.61978  C38 1.341, C40 1.522, O42 1.321
40 C -0.46897 -1.01944 -2.46625  C34 1.444, C39 1.522, O41 1.219
41 O -0.57707 -1.51067 -1.35599  C40 1.219
42 O 1.30064 0.23519 -1.49871  C39 1.321, H46 0.981
43 O -1.76254 -0.85867 -5.86669  C35 1.323, H47 0.981
44 H -2.09084 -2.06429 -3.48537  C34 1.081
45 H 1.64823 1.38955 -3.89437  C38 1.079
46 H 0.89738 -0.36147 -0.83249  O42 0.981
47 H -1.36610 -0.23388 -6.51118  O43 0.981
48 C 1.83887 6.14028 -1.64366  C49 1.352, C54 1.427, H58 1.081
49 C 1.54772 5.18400 -2.55437  C48 1.352, C50 1.502, O57 1.325
50 C 0.44290 4.18568 -2.35824  C49 1.502, O51 1.236, C52 1.431
51 O 0.26069 3.39059 -3.28691  C50 1.236
52 C -0.31967 4.23766 -1.14819  C50 1.431, C53 1.351, H59 1.081
53 C -0.02953 5.19276 -0.23794  C52 1.351, C54 1.501, O56 1.326
54 C 1.07233 6.19193 -0.44102  C48 1.427, C53 1.501, O55 1.241
55 O 1.23224 7.01325 0.47530  C54 1.241
56 O -0.68463 5.34662 0.90471  C53 1.326, H60 0.979
57 O 2.19623 5.04334 -3.70131  C49 1.325, H61 0.980
58 H 2.63410 6.85720 -1.79373  C48 1.081
59 H -1.11786 3.52322 -1.00243  C52 1.081
60 H -0.29193 6.14227 1.31905  O56 0.979
61 H 1.75619 4.30863 -4.17706  O57 0.980
62 C 0.18535 11.81223 0.63577  C63 1.350, C68 1.433, H72 1.081
63 C 0.12347 10.48055 0.42356  C62 1.350, C64 1.528, O71 1.310
64 C -1.20411 9.76716 0.16982  C63 1.528, O65 1.215, C66 1.448
65 O -1.15830 8.57261 -0.04567  C64 1.215
66 C -2.42771 10.54165 0.19152  C64 1.448, C67 1.339, H73 1.081
67 C -2.35022 11.86068 0.41046  C66 1.339, C68 1.521, O70 1.325
68 C -1.02693 12.57556 0.63955  C62 1.433, C67 1.521, O69 1.224
69 O -1.10939 13.78351 0.81756  C68 1.224
70 O -3.38848 12.68250 0.44891  C67 1.325, H74 0.982
71 O 1.19243 9.72344 0.40601  C63 1.310, H75 0.990
72 H 1.12268 12.32199 0.80760  C62 1.081
73 H -3.36331 10.02814 0.02159  C66 1.081
74 H -2.99864 13.56721 0.61946  O70 0.982
75 H 0.97780 8.76268 0.30457  O71 0.990
76 C 7.82928 -7.86426 4.23415  C77 1.345, C82 1.438, H86 1.081
77 C 6.74213 -8.03004 3.46062  C76 1.345, C78 1.521, O85 1.322
78 C 5.35883 -7.54823 3.86854  C77 1.521, O79 1.221, C80 1.440
79 O 4.47048 -7.76344 3.05969  C78 1.221
80 C 5.19245 -6.89069 5.13912  C78 1.440, C81 1.343, H87 1.081
81 C 6.27968 -6.72662 5.91014  C80 1.343, C82 1.519, O84 1.325
82 C 7.66303 -7.20152 5.49969  C76 1.438, C81 1.519, O83 1.224
83 O 8.55953 -6.97779 6.30238  C82 1.224
84 O 6.27217 -6.14003 7.09824  C81 1.325, H88 0.981
85 O 6.74751 -8.61853 2.27738  C77 1.322, H89 0.984
86 H 8.81285 -8.20520 3.94455  C76 1.081
87 H 4.20714 -6.55409 5.42907  C80 1.081
88 H 7.20483 -6.17125 7.40012  O84 0.981
89 H 5.81297 -8.57634 1.97378  O85 0.984
90 C -3.18764 4.94009 -5.15427  C91 1.341, C96 1.444, H100 1.081
91 C -3.12484 6.27448 -5.03828  C90 1.341, C92 1.524, O99 1.323
92 C -1.84272 7.06529 -5.27141  C91 1.524, O93 1.221, C94 1.438
93 O -1.94339 8.27508 -5.14159  C92 1.221
94 C -0.63601 6.36058 -5.61167  C92 1.438, C95 1.344, H101 1.081
95 C -0.69548 5.02256 -5.72253  C94 1.344, C96 1.526, O98 1.318
96 C -1.98290 4.23007 -5.51289  C90 1.444, C95 1.526, O97 1.216
97 O -1.89793 3.02781 -5.67547  C96 1.216
98 O 0.34494 4.26210 -5.99738  C95 1.318, H102 0.985
99 O -4.14938 7.04846 -4.72034  C91 1.323, H103 0.981
100 H -4.09603 4.37777 -4.99251  C90 1.081
101 H 0.27923 6.91868 -5.74900  C94 1.081
102 H 0.02659 3.33145 -5.94805  O98 0.985
103 H -3.78698 7.96035 -4.71375  O99 0.981